Molecular formula: C5H10N2O
Method: DFT, wB97M-V/def2-TZVPD

The calculation puts the maximum force at 0.059 hartree/bohr. As for the calculated total energy: -381.1873 Eh. The value obtained for the highest occupied orbital energy is -9.551 eV. The calculation puts the molecular weight at 114.1 g mol⁻¹. For the energy above the lowest of the compared OMol25 structures with the same formula, charge and spin, the calculation gives 61.6 kcal/mol. The calculation puts the orbital gap at 10.318 eV. The structure (SMILES) is C=NCC[C@@H](N)C=O. The LUMO energy comes out at 0.77 eV.

XYZ file:
```
18
Properties=species:S:1:pos:R:3:nbo_charge:R:1
O 2.13195 0.19512 0.49398 -0.528
C 1.19662 -0.53777 0.68918 0.419
C 0.37795 -1.03432 -0.47269 -0.161
C -0.43073 0.15243 -1.05343 -0.398
C -1.69612 0.54013 -0.38527 -0.256
C -1.29193 1.01232 1.86035 -0.048
N -1.50246 1.40893 0.69311 -0.395
N 1.12398 -1.49303 -1.62482 -0.800
H 1.06327 -0.96964 1.78272 0.116
H -0.47703 -1.68590 0.00117 0.180
H -0.62242 -0.16980 -2.06637 0.225
H 0.16809 1.04851 -1.08307 0.224
H -2.24570 -0.37650 -0.18755 0.172
H -2.35839 1.13025 -1.06922 0.209
H -1.35788 -0.04783 2.27901 0.135
H -0.93904 1.73419 2.66547 0.175
H 1.34100 -0.64124 -2.18043 0.363
H 2.08711 -1.79108 -1.40052 0.367
```